{"formula": "C2H11N3", "method": "the ωB97M-V functional and the def2-TZVPD basis", "total_energy_ev": -6720.7512, "lumo_energy_ev": 1.030, "orbital_gap_ev": 10.086, "de_lowest_kcal_mol": 42.2, "smiles": "NCN.CN", "e_homo_ev": -9.06, "species": ["N", "C", "N", "H", "H", "H", "H", "H", "H", "C", "N", "H", "H", "H", "H", "H"], "xyz": [[-2.852, -1.552, -0.597], [-1.655, -2.423, 0.067], [-0.885, -1.445, 0.802], [-3.707, -1.660, -0.087], [-2.913, -1.993, -1.538], [-2.025, -3.314, 0.581], [-0.918, -2.826, -0.699], [-0.696, -0.537, 0.428], [-1.377, -1.325, 1.642], [2.441, 2.805, -0.795], [2.823, 2.451, 0.623], [2.936, 3.768, -1.175], [1.270, 2.954, -0.776], [2.652, 2.130, -1.560], [3.569, 2.906, 0.894], [2.885, 1.424, 0.859]], "atomic_forces_ev_per_a": [[2.87, -2.47, -1.07], [-0.07, 2.69, -2.68], [0.53, -2.21, 1.32], [-0.48, -0.45, 0.14], [-0.74, 0.64, 0.85], [0.16, 0.63, 0.68], [-1.53, 0.53, 0.18], [-0.38, 0.00, -0.98], [-0.35, 0.65, 1.55], [-2.08, 2.24, 1.94], [-4.67, -3.77, -2.67], [-0.78, -1.15, 1.09], [2.28, -0.06, -0.37], [0.50, -1.71, -0.94], [4.79, 2.61, 1.73], [-0.05, 1.83, -0.77]]}

---

{"formula": "C32H19BrClIN4O2Sn", "method": "the ωB97M-V functional and the def2-TZVPD basis", "total_energy_ev": -140031.1882, "lumo_energy_ev": [-7.274, -7.991], "orbital_gap_ev": [6.181, 5.099], "charge": 2, "de_lowest_kcal_mol": 2.4, "e_homo_ev": [-13.46, -13.09], "species": ["Sn", "Br", "C", "C", "C", "C", "O", "C", "C", "N", "C", "C", "C", "C", "C", "C", "C", "C", "N", "C", "C", "H", "H", "H", "H", "H", "H", "H", "H", "H", "H", "Cl", "C", "C", "C", "I", "C", "O", "C", "N", "C", "C", "C", "C", "H", "H", "H", "H", "N", "C", "C", "C", "C", "C", "C", "C", "H", "H", "H", "H", "H"], "xyz": [[0.504, -0.682, -0.128], [6.186, 3.910, 2.403], [5.097, 2.746, 1.483], [5.639, 1.559, 0.943], [4.829, 0.702, 0.266], [3.420, 0.971, 0.099], [2.706, 0.171, -0.552], [2.888, 2.201, 0.670], [1.484, 2.600, 0.534], [0.519, 1.806, 0.280], [-0.805, 2.325, 0.208], [-1.262, 3.409, 0.904], [-2.584, 3.875, 0.727], [-3.427, 3.247, -0.142], [-2.996, 2.093, -0.842], [-3.827, 1.379, -1.734], [-3.361, 0.253, -2.348], [-2.059, -0.180, -2.054], [-1.246, 0.470, -1.247], [-1.690, 1.616, -0.643], [3.733, 3.060, 1.322], [6.692, 1.351, 1.068], [5.205, -0.211, -0.173], [1.296, 3.668, 0.671], [-0.622, 3.913, 1.616], [-2.917, 4.737, 1.286], [-4.436, 3.607, -0.292], [-4.834, 1.733, -1.916], [-3.974, -0.315, -3.031], [-1.681, -1.097, -2.491], [3.359, 3.992, 1.726], [3.330, -3.805, -6.092], [2.660, -3.593, -4.540], [2.555, -4.689, -3.705], [2.019, -4.570, -2.431], [1.882, -6.201, -1.206], [1.533, -3.299, -1.948], [1.038, -3.139, -0.829], [1.672, -2.138, -2.857], [1.258, -0.947, -2.386], [1.398, 0.125, -3.148], [1.938, 0.076, -4.434], [2.352, -1.134, -4.930], [2.230, -2.280, -4.129], [2.904, -5.648, -4.061], [1.065, 1.064, -2.727], [2.022, 0.980, -5.019], [2.775, -1.211, -5.921], [-1.504, -0.555, 1.891], [-2.165, -0.829, 2.793], [-2.985, -1.171, 3.929], [-2.375, -1.440, 5.152], [-3.166, -1.771, 6.239], [-4.546, -1.832, 6.099], [-5.147, -1.565, 4.875], [-4.368, -1.232, 3.781], [-1.299, -1.390, 5.246], [-2.706, -1.981, 7.193], [-5.159, -2.093, 6.950], [-6.222, -1.617, 4.775], [-4.821, -1.023, 2.822]], "atomic_forces_ev_per_a": [[0.38, -0.02, 0.35], [0.11, 0.12, 0.09], [-0.15, -0.05, -0.07], [-0.08, -0.01, -0.04], [-0.06, 0.10, 0.02], [0.01, 0.00, 0.03], [0.18, 0.08, 0.31], [-0.20, 0.01, -0.07], [0.19, -0.09, 0.04], [-0.20, 0.12, -0.05], [0.24, -0.19, -0.09], [-0.11, 0.13, 0.07], [0.10, -0.06, 0.00], [0.02, -0.05, -0.02], [-0.06, 0.03, 0.00], [-0.04, 0.06, 0.03], [0.08, -0.04, 0.01], [-0.07, 0.02, -0.02], [-0.09, 0.04, 0.08], [0.10, -0.15, -0.06], [0.15, -0.04, -0.03], [0.02, -0.01, 0.02], [0.02, -0.04, 0.00], [-0.01, -0.03, 0.03], [0.00, 0.01, 0.00], [-0.01, 0.02, 0.02], [-0.02, 0.01, -0.01], [-0.02, 0.01, 0.00], [-0.01, -0.02, -0.02], [0.03, -0.03, -0.02], [0.00, 0.03, 0.03], [-0.01, 0.02, -0.01], [0.02, -0.01, -0.01], [-0.02, 0.07, 0.02], [0.00, -0.01, -0.13], [-0.02, -0.03, 0.07], [0.12, 0.11, -0.14], [-0.18, 0.00, 0.08], [-0.02, -0.04, 0.09], [-0.23, -0.18, -0.42], [-0.03, 0.02, -0.19], [-0.04, 0.01, 0.12], [0.02, -0.03, 0.01], [0.06, -0.06, -0.08], [0.00, -0.02, 0.01], [-0.02, 0.04, 0.01], [0.00, 0.03, 0.00], [0.01, -0.01, -0.03], [-0.22, 0.14, 0.03], [-0.09, -0.06, 0.17], [0.21, 0.07, -0.31], [0.00, -0.02, 0.09], [-0.01, 0.02, -0.06], [-0.01, -0.01, 0.00], [0.06, 0.01, -0.01], [-0.07, 0.00, 0.03], [0.01, 0.00, 0.00], [0.01, -0.01, 0.03], [-0.02, 0.00, 0.02], [-0.03, 0.00, 0.00], [0.00, 0.00, -0.01]]}

---

{"formula": "C18H23N3O3S2", "method": "the ωB97M-V functional and the def2-TZVPD basis", "total_energy_ev": -51323.4337, "lumo_energy_ev": 0.592, "orbital_gap_ev": 8.434, "de_lowest_kcal_mol": 8.1, "smiles": "C=CCn1c(SCC(=O)NC[C@@H]2CCCO2)nc2sc(C)c(C)c2c1=O", "e_homo_ev": -7.84, "species": ["C", "C", "C", "N", "C", "S", "C", "C", "O", "N", "C", "C", "C", "C", "C", "O", "N", "C", "S", "C", "C", "C", "C", "C", "C", "O", "H", "H", "H", "H", "H", "H", "H", "H", "H", "H", "H", "H", "H", "H", "H", "H", "H", "H", "H", "H", "H", "H", "H"], "xyz": [[2.618, -0.610, -0.123], [2.915, -0.355, -1.383], [2.223, 0.652, -2.255], [0.977, 1.126, -1.689], [-0.105, 0.309, -1.645], [0.020, -1.258, -2.427], [-1.497, -2.019, -1.801], [-1.540, -2.209, -0.286], [-2.603, -2.330, 0.282], [-0.347, -2.242, 0.330], [-0.209, -2.528, 1.736], [0.537, -3.855, 1.942], [0.765, -4.172, 3.428], [2.206, -3.716, 3.652], [2.827, -4.027, 2.294], [1.823, -3.755, 1.335], [-1.230, 0.597, -1.079], [-1.307, 1.805, -0.496], [-2.717, 2.360, 0.322], [-1.931, 3.879, 0.678], [-2.655, 4.937, 1.433], [-0.658, 3.945, 0.196], [0.228, 5.134, 0.363], [-0.285, 2.749, -0.485], [0.967, 2.419, -1.115], [1.961, 3.114, -1.189], [3.155, -1.349, 0.445], [1.827, -0.093, 0.397], [3.721, -0.878, -1.877], [2.863, 1.536, -2.370], [2.033, 0.223, -3.244], [-2.349, -1.411, -2.102], [-1.557, -2.994, -2.286], [0.511, -2.250, -0.205], [-1.215, -2.584, 2.157], [0.350, -1.719, 2.218], [-0.026, -4.651, 1.436], [0.677, -5.244, 3.602], [0.051, -3.654, 4.064], [2.242, -2.644, 3.848], [2.699, -4.242, 4.466], [3.117, -5.086, 2.236], [3.698, -3.412, 2.057], [-2.737, 5.843, 0.832], [-2.115, 5.191, 2.345], [-3.653, 4.600, 1.698], [0.361, 5.364, 1.420], [-0.216, 6.007, -0.116], [1.196, 4.936, -0.085]], "atomic_forces_ev_per_a": [[0.12, 0.04, 0.07], [0.04, 0.13, -0.05], [0.33, -0.01, -0.13], [0.00, 0.12, 0.02], [-0.76, -0.21, 0.15], [0.05, -0.39, -0.41], [0.03, 0.32, -0.09], [0.14, 0.16, -0.40], [-0.43, -0.10, 0.13], [0.53, -0.17, 0.22], [0.06, -0.42, 0.06], [-0.61, 0.23, 0.17], [0.12, 0.01, -0.21], [0.02, -0.02, -0.24], [0.28, -0.12, 0.25], [-0.07, 0.13, -0.18], [-0.08, -0.48, -0.20], [0.44, 0.63, 0.12], [0.49, 0.27, -0.07], [0.15, -0.36, -0.22], [0.05, 0.02, -0.01], [-0.31, 0.05, 0.16], [0.03, 0.04, 0.01], [-0.55, -0.41, 0.05], [-0.13, 0.03, 0.02], [0.20, 0.13, 0.02], [0.16, -0.17, 0.07], [-0.21, 0.12, 0.05], [0.14, -0.13, 0.00], [-0.16, -0.20, -0.10], [0.05, 0.11, 0.05], [0.03, -0.16, 0.13], [0.04, 0.02, -0.02], [-0.16, 0.10, -0.10], [0.12, 0.02, 0.03], [-0.04, -0.04, 0.10], [0.06, 0.10, 0.07], [-0.04, 0.00, 0.04], [-0.07, -0.02, 0.05], [0.04, 0.03, 0.03], [0.04, 0.02, 0.06], [0.03, 0.10, 0.01], [-0.01, -0.06, 0.03], [-0.07, 0.07, 0.02], [-0.04, 0.04, 0.08], [-0.11, 0.10, 0.09], [0.05, 0.09, 0.08], [0.02, 0.13, -0.01], [0.03, 0.12, 0.04]]}

---

{"formula": "C4H4LiO5Pd", "method": "the ωB97M-V functional and the def2-TZVPD basis", "spin_multiplicity": 4, "total_energy_ev": -18124.7288, "lumo_energy_ev": [-0.800, -0.815], "orbital_gap_ev": [5.739, 7.748], "e_homo_ev": [-6.54, -8.56], "species": ["O", "O", "C", "C", "O", "C", "H", "H", "H", "H", "O", "O", "C", "Pd", "Li"], "xyz": [[-0.370, -1.558, -1.229], [-0.500, -0.435, 0.660], [-0.016, 1.739, 0.160], [-1.177, 2.311, -0.608], [-1.774, 1.305, -1.385], [-0.016, -1.428, -0.017], [0.036, 1.939, 1.235], [0.838, 1.412, -0.446], [-0.808, 3.126, -1.259], [-1.905, 2.758, 0.095], [1.764, -1.812, 1.547], [1.373, -3.374, 0.033], [1.108, -2.267, 0.572], [-1.261, -0.165, -0.837], [2.709, -3.549, 1.479]], "atomic_forces_ev_per_a": [[7.23, -10.15, -0.51], [6.94, -5.84, 10.77], [0.49, 1.91, -0.11], [0.50, 1.53, 0.19], [-3.91, 10.63, -3.25], [3.58, -2.24, 2.84], [0.33, -0.30, -0.57], [-0.14, 0.30, 0.69], [-0.18, -0.12, 0.04], [0.11, -0.28, -0.32], [-0.31, -0.08, -0.18], [-0.14, 0.16, 0.19], [0.99, -1.01, 0.46], [-14.95, 5.01, -9.87], [-0.53, 0.48, -0.37]]}

---

{"formula": "C6H15N4O", "method": "the ωB97M-V functional and the def2-TZVPD basis", "total_energy_ev": -14462.9724, "lumo_energy_ev": -2.732, "orbital_gap_ev": 10.202, "charge": 1, "de_lowest_kcal_mol": 81.6, "e_homo_ev": -12.93, "species": ["C", "C", "C", "C", "C", "C", "N", "N", "N", "N", "O", "H", "H", "H", "H", "H", "H", "H", "H", "H", "H", "H", "H", "H", "H", "H"], "xyz": [[-0.278, -2.623, 0.655], [-1.023, -2.327, -0.342], [-0.062, 1.200, -0.610], [2.438, -0.141, 1.784], [-2.346, 1.160, 0.527], [2.017, 0.032, 0.320], [-1.749, -1.989, -1.230], [0.455, 1.855, -1.632], [-1.292, 1.687, -0.297], [0.588, 0.258, 0.080], [-1.281, -1.260, -2.393], [-0.214, -1.780, 1.376], [0.019, -3.648, 0.903], [3.518, 0.076, 1.880], [1.867, 0.619, 2.487], [2.359, -1.159, 2.002], [-3.134, 0.728, -0.197], [-2.004, 0.256, 0.878], [-2.696, 1.904, 1.217], [2.511, -0.828, -0.109], [2.564, 0.881, -0.184], [1.287, 1.523, -2.044], [0.031, 2.612, -2.079], [-1.609, 2.473, -0.824], [0.092, -0.320, 0.667], [-2.060, -1.187, -2.833]], "atomic_forces_ev_per_a": [[0.40, -0.15, 2.19], [1.13, -0.14, -0.92], [-1.52, 1.12, 0.77], [-0.75, 3.56, 0.56], [-1.26, -0.49, -2.83], [2.20, 1.99, -1.04], [-2.11, 1.50, -2.29], [1.88, -1.11, 0.23], [0.71, -0.40, 0.23], [0.96, 0.73, -1.08], [3.78, -1.37, 3.63], [0.17, -1.36, 0.12], [0.19, 0.67, -0.14], [-0.53, 0.11, -0.18], [1.11, -1.89, -1.15], [-0.65, -1.44, 1.04], [0.55, 1.26, 1.21], [0.74, -1.81, 1.99], [-0.28, -0.14, 0.45], [-0.94, -0.59, -1.06], [-0.57, -0.55, 0.79], [0.94, -0.26, -0.40], [-0.84, 1.03, -0.46], [0.22, 0.21, -0.61], [-1.83, -0.82, 1.24], [-3.69, 0.34, -2.30]]}

---

{"formula": "BH4NO", "method": "the ωB97M-V functional and the def2-TZVPD basis", "total_energy_ev": -4280.6064, "lumo_energy_ev": 0.703, "orbital_gap_ev": 10.512, "de_lowest_kcal_mol": 6.5, "smiles": "NBO", "e_homo_ev": -9.81, "species": ["N", "B", "O", "H", "H", "H", "H"], "xyz": [[0.940, -0.380, -0.034], [-0.176, 0.495, -0.068], [-1.293, -0.225, 0.075], [2.055, -0.357, -0.140], [0.700, -1.371, 0.178], [-0.031, 1.693, -0.115], [-2.195, 0.145, 0.104]], "atomic_forces_ev_per_a": [[3.68, -1.74, -0.01], [2.18, 0.48, 0.18], [-2.81, -0.46, 0.16], [-3.91, 0.78, 0.29], [0.14, 1.17, -0.38], [-0.35, -0.34, -0.19], [1.06, 0.10, -0.06]]}